Entry 1:
ORCA calculation (ωB97M-V/def2-TZVPD) on 6 unconnected molecules or ions with the total composition C12H36O12 in a non-equilibrium geometry.

Geometry (Å):
O1 -4.0618 2.0413 -2.5630
O2 -2.6828 5.0653 -1.4820
O3 -2.9138 -2.5847 -2.0880
O4 -1.3638 0.3013 2.6260
O5 -1.5258 -2.8687 0.1450
O6 1.5202 0.3873 -1.0120
O7 -0.4788 -0.9767 5.7660
O8 5.1332 -2.8657 -2.5100
O9 -2.0428 0.0573 -1.3470
O10 2.0282 2.9953 3.5110
O11 2.2292 2.7533 -0.1090
O12 2.9032 -1.6747 -0.1330
C1 2.5142 2.4403 2.3190
C2 -2.7278 3.7033 -2.0270
C3 -4.0928 3.2983 -1.8920
C4 4.5332 -2.0007 -1.6090
C5 -2.2308 -3.7907 -1.9650
C6 0.3822 0.1063 -1.8620
C7 -1.0468 -3.5557 -0.9510
C8 1.7172 3.0353 1.2450
C9 -0.2968 -0.1857 4.6390
C10 -1.4648 -0.5037 3.6570
C11 -0.7098 0.0703 -0.8610
C12 3.3112 -2.7297 -1.0100
H1 -1.7988 0.0843 1.8830
H2 0.3862 -0.8187 -2.3410
H3 -2.4268 -0.3427 4.1710
H4 0.5802 2.6223 1.4080
H5 2.4362 1.4103 2.2970
H6 -3.6118 -2.7517 -2.5690
H7 3.7402 -3.6247 -0.6250
H8 -0.7298 -0.7577 -0.0940
H9 -3.4788 1.4383 -2.2480
H10 2.7532 -2.9317 -1.8450
H11 3.5112 2.7133 2.1940
H12 -2.6758 -4.7667 -1.8020
H13 1.7452 -0.2517 -0.4920
H14 -0.2208 -0.5287 6.3980
H15 -1.8208 5.3143 -1.3770
H16 -0.7768 -4.5997 -0.6070
H17 1.9742 1.9783 -0.5100
H18 2.9712 -1.7367 0.7820
H19 -1.7538 -4.0147 -2.9220
H20 -4.6718 4.0233 -2.5330
H21 -0.5108 0.9773 -0.3610
H22 -2.3268 -0.8507 -1.6630
H23 -4.4318 3.0293 -1.0730
H24 -1.9578 3.1083 -1.4070
H25 0.2182 0.8743 -2.5190
H26 2.5072 2.4283 4.2300
H27 5.5272 -1.9697 -0.9570
H28 4.4982 -1.0357 -1.9700
H29 -1.2858 -1.5637 3.0980
H30 -2.4088 -2.9517 0.2880
H31 0.6202 -0.2957 4.0570
H32 -0.1138 -3.3647 -1.4770
H33 5.6892 -2.1707 -3.0730
H34 -0.1658 0.9013 4.9310
H35 1.6272 4.0853 1.1710
H36 -2.2518 3.8203 -2.9290

2S+1 ... 1
SMILES ... OCCO.OCCO.OCCO.OCCO.OCCO.OCCO
ΔE to the lowest compared entry with this formula, charge and spin ... 890.5 kJ/mol

=====

Entry 2:
ORCA calculation (ωB97M-V/def2-TZVPD) on 6 unconnected molecules or ions with the total composition C12H36O12 in a non-equilibrium geometry.

Geometry (Å):
O1 16.9784 -10.3123 0.7278
O2 18.1212 -7.2547 0.5903
O3 20.3350 -6.3677 -1.0472
O4 18.8456 -9.2575 6.9904
O5 19.4018 -5.2552 2.8314
O6 21.8506 -6.6879 2.1463
O7 20.7503 -10.5290 5.2830
O8 18.0671 -1.9207 0.6999
O9 15.3370 -8.9951 -1.0437
O10 19.0064 -3.7733 -1.0548
O11 22.6454 -9.3475 3.2848
O12 16.1866 -0.0776 2.1208
C1 20.8380 -5.1911 -1.6880
C2 23.2381 -8.0815 3.5063
C3 19.7970 -9.5831 4.8067
C4 16.7153 0.1424 0.8224
C5 16.5872 -10.9537 -0.4877
C6 17.0360 -1.1765 0.0815
C7 19.4664 -8.5713 5.8958
C8 20.3836 -4.0005 -0.8706
C9 18.1472 -5.3988 2.1609
C10 17.7839 -6.8453 1.8952
C11 22.2288 -6.9447 3.5008
C12 15.2117 -10.3927 -0.8537
H1 18.0359 -4.8205 1.2322
H2 20.0479 -9.0090 3.9164
H3 18.4899 -8.1388 0.5549
H4 16.6963 0.4580 2.7357
H5 22.6286 -6.4906 1.6199
H6 20.3294 -8.0686 6.3353
H7 16.7182 -7.0108 2.1012
H8 21.9246 -5.2626 -1.6380
H9 17.4527 -4.8356 2.7938
H10 24.0771 -7.8882 2.8379
H11 19.3903 -6.2271 -0.8850
H12 18.8717 -7.8060 5.3806
H13 20.3057 -10.9850 6.0071
H14 17.8442 -10.6411 0.9879
H15 20.8907 -3.0789 -1.2027
H16 18.1949 -1.5819 1.5917
H17 17.5337 0.8635 0.7440
H18 18.2331 -7.5005 2.6501
H19 14.8966 -10.8701 -1.7834
H20 20.6972 -4.1303 0.1713
H21 23.6939 -8.2343 4.5005
H22 14.4456 -10.5590 -0.0898
H23 22.2260 -9.7719 4.0364
H24 18.8557 -10.1069 4.6020
H25 20.0151 -5.6989 2.2170
H26 22.6147 -6.0306 3.9717
H27 18.6679 -3.0533 -0.4886
H28 17.9307 -8.9703 7.0607
H29 17.2837 -10.7371 -1.3019
H30 16.0879 -1.7203 0.1358
H31 16.0302 -8.6643 -0.4566
H32 15.8952 0.5904 0.2448
H33 20.5293 -5.1482 -2.7343
H34 16.6176 -12.0383 -0.3508
H35 21.3222 -7.1183 4.0767
H36 17.2956 -0.8913 -0.9375

2S+1 ... 1
SMILES ... OCCO.OCCO.OCCO.OCCO.OCCO.OCCO
ΔE to the lowest compared entry with this formula, charge and spin ... 113.4 kJ/mol

=====

no.,LUMO (eV),E_HOMO (eV)
1,0.20,-9.77
2,0.46,-9.44